# 1
The following is a quantum chemistry calculation of CH10FN2Sn as an isolated structure at a distorted geometry, from the Open Molecules 2025 dataset.

Kohn-Sham gap: 7.10 eV
LUMO level: -5.137 eV
Calculated total energy: -467.40672 hartree
Charge: +1

Geometry as XYZ:
```
15
CH10FN2Sn | the Open Molecules 2025 dataset | ωB97M-V with the def2-TZVPD basis set
C -2.29068 0.10109 -1.48137
Sn -0.46051 0.77194 -0.54094
N 1.55183 -0.13612 1.04343
N 0.78217 -0.51671 -1.82738
H 1.25281 -1.07811 1.38650
H -0.67860 2.18730 -1.07062
H -3.03835 0.94100 -1.01918
H -2.41657 -0.94881 -1.22141
H -2.07231 0.48069 -2.60501
H 0.89341 -1.35759 -1.26868
H 1.71864 -0.19399 -2.02643
H 0.31882 -0.74224 -2.69635
H 2.51703 -0.33332 0.66415
H 1.78639 0.37040 1.94188
F -1.15688 -0.85444 0.20191
```

# 2
The following is a quantum chemistry calculation of a 2-piece molecular cluster, C2H7NO overall, from the Open Molecules 2025 dataset.

Kohn-Sham gap: 10.10 eV
SMILES: C=CO.N
LUMO level: 0.828 eV
Calculated total energy: -210.35739 hartree

Geometry as XYZ:
```
11
C2H7NO | the Open Molecules 2025 dataset | ωB97M-V with the def2-TZVPD basis set
C -0.64453 0.70647 2.02626
C -1.08465 0.13282 0.92177
O -1.03208 0.77954 -0.29717
H -0.45783 0.12064 2.91707
H -0.23756 1.70683 1.95612
H -1.65980 -0.79118 0.92356
H -0.29677 0.36244 -0.77964
N 1.30023 -0.53842 -1.74029
H 1.59496 -1.39548 -1.28286
H 2.03883 -0.26626 -2.37437
H 0.47918 -0.81740 -2.27044
```

# 3
The following is a quantum chemistry calculation of one molecule with the formula ClHN2O at a distorted geometry, from the Open Molecules 2025 dataset.

Kohn-Sham gap (spin up / spin down): 9.46 / 9.45 eV
SMILES: [O-]/[NH+]=N/Cl
LUMO level (spin up / spin down): -0.803 / -0.804 eV
Calculated total energy: -645.35867 hartree

Geometry as XYZ:
```
5
ClHN2O | the Open Molecules 2025 dataset | ωB97M-V with the def2-TZVPD basis set
O 1.62366 0.94359 0.00471
N 0.40447 0.08351 -0.04249
N -0.76762 0.49981 -0.09978
Cl -2.08594 -0.62763 0.00952
H 0.82544 -0.89928 0.12804
```

# 4
The following is a quantum chemistry calculation of one molecule with the formula C5H6O at a distorted geometry, from the Open Molecules 2025 dataset.

Kohn-Sham gap: 9.05 eV
SMILES: C=C=CCC=O
LUMO level: 0.203 eV
Calculated total energy: -269.20518 hartree

Geometry as XYZ:
```
12
C5H6O | the Open Molecules 2025 dataset | ωB97M-V with the def2-TZVPD basis set
C -1.22595 0.33757 -1.33105
C 0.07040 0.16331 -1.50324
C 1.06554 -0.09984 -0.66897
C 0.77391 0.47875 0.71586
C -0.20112 -0.63376 1.13006
O 0.00483 -1.69129 0.57935
H -1.95290 0.88367 -1.91092
H -1.60083 -0.06748 -0.37947
H 1.87428 -0.81028 -0.79340
H 1.60656 0.44398 1.42679
H 0.39049 1.49983 0.65437
H -1.02286 -0.57742 1.86627
```

# 5
The following is a quantum chemistry calculation of one molecule with the formula C10H10OS2 at a distorted geometry, from the Open Molecules 2025 dataset.

Expectation value of S²: 2.06
Kohn-Sham gap (spin up / spin down): 7.44 / 6.98 eV
LUMO level (spin up / spin down): 0.596 / -2.006 eV
Calculated total energy: -1258.53540 hartree
Spin multiplicity: 3

Geometry as XYZ:
```
23
C10H10OS2 | the Open Molecules 2025 dataset | ωB97M-V with the def2-TZVPD basis set
C -1.78156 2.42203 1.42313
C -1.42396 1.06541 1.33103
C -1.48280 3.13013 0.30301
C -0.86491 0.73495 0.11545
C 2.34034 0.19171 -0.91831
C 1.51695 0.13366 -2.02743
C -0.61902 -1.75806 0.42731
C 2.01984 0.03019 0.39996
C -0.43310 -0.54756 -0.34642
C -0.36718 -3.06880 -0.28610
O -0.94222 -1.73835 1.60501
S -0.76547 2.14829 -0.91267
S 0.01402 -0.67019 -2.02697
H -2.24326 2.85815 2.29209
H -1.57817 0.33304 2.10177
H -1.63045 4.17330 0.10417
H 3.39698 0.21929 -1.17353
H 1.87513 0.42596 -3.00076
H 2.80257 -0.30434 1.07039
H 1.14511 0.39817 0.88763
H 0.53154 -3.04677 -0.89477
H -1.21959 -3.27361 -0.93282
H -0.29077 -3.85661 0.45883
```

# 6
The following is a quantum chemistry calculation of one molecule with the formula C5H4N2 at a distorted geometry, from the Open Molecules 2025 dataset.

Kohn-Sham gap: 9.06 eV
SMILES: N#Cc1cc[nH]c1
LUMO level: 0.538 eV
Calculated total energy: -302.38491 hartree

Geometry as XYZ:
```
11
C5H4N2 | the Open Molecules 2025 dataset | ωB97M-V with the def2-TZVPD basis set
N -2.61251 2.10646 -0.47318
C -1.75375 1.37206 -0.24550
C -0.66297 0.52567 -0.02227
C 0.55413 0.79222 0.62713
C 1.29683 -0.37523 0.59535
N 0.47718 -1.42309 0.06803
C -0.42055 -0.72630 -0.64183
H 0.82461 1.69965 1.13760
H 2.35112 -0.54014 0.72992
H 0.89032 -2.27234 -0.29385
H -0.94441 -1.15898 -1.48140
```

# 7
The following is a quantum chemistry calculation of H24O12 as an isolated structure at a distorted geometry, from the Open Molecules 2025 dataset.

Kohn-Sham gap: 7.99 eV
LUMO level: -0.649 eV
Calculated total energy: -916.79716 hartree

Geometry as XYZ:
```
36
H24O12 | the Open Molecules 2025 dataset | ωB97M-V with the def2-TZVPD basis set
O 2.18155 -1.46339 -1.03687
H 1.40064 -1.04081 -0.67933
H 2.28832 -2.25541 -0.51004
O 0.15619 -1.52732 2.01029
H -0.42762 -1.82111 1.31094
H 0.40007 -2.32948 2.47214
O 2.46923 0.79616 -0.15218
H 2.58705 1.64509 -0.57841
H 1.60493 0.50143 -0.43916
O -0.93529 -2.83149 0.70566
H -0.53446 -3.55797 0.22839
H -1.54534 -2.44082 0.08000
O 0.42431 -0.15978 -0.52735
H -0.02148 0.67163 -0.36524
H -0.17409 -0.82372 -0.18481
O -0.35112 1.65951 0.79824
H 0.11391 1.28264 1.54521
H 0.18654 2.40549 0.53238
O 0.91399 0.41139 1.94988
H 1.69092 0.32775 1.39706
H 0.58697 -0.48358 2.04123
O 1.89966 0.33167 -2.80518
H 1.20174 0.83162 -2.38185
H 2.15622 -0.32116 -2.15387
O -2.03901 0.75139 1.61264
H -2.34736 1.25564 2.36557
H -1.16176 1.09242 1.43842
O -1.88542 2.50567 -0.25464
H -2.39044 1.85002 -0.73560
H -1.19648 2.00491 0.18221
O -1.78351 -0.88374 -0.15428
H -2.48887 -0.72298 0.47249
H -2.15835 -1.49859 -0.78491
O 0.10961 1.25437 -2.39645
H -0.50808 0.53623 -2.53412
H -0.42318 2.04632 -2.46847
```

# 8
The following is a quantum chemistry calculation of one molecule with the formula C19H28N2O5, from the Open Molecules 2025 dataset.

Kohn-Sham gap: 9.94 eV
SMILES: CC(C)[C@H](NC(=O)OCc1ccccc1)C(=O)NCC(=O)OC(C)(C)C
LUMO level: 0.560 eV
Calculated total energy: -1226.59696 hartree

Geometry as XYZ:
```
54
C19H28N2O5 | the Open Molecules 2025 dataset | ωB97M-V with the def2-TZVPD basis set
C -2.69681 -1.03600 3.11279
C -2.17116 0.23375 2.44493
C -3.22506 0.84860 1.52883
C -0.86888 -0.03374 1.66920
N -1.04147 -1.00260 0.61236
C -0.83048 -0.69741 -0.68898
O -0.29164 0.30337 -1.08998
O -1.26246 -1.70990 -1.47753
C -1.17015 -1.46284 -2.88008
C -2.14640 -0.40533 -3.32652
C -3.43999 -0.40422 -2.82070
C -4.34130 0.57109 -3.20630
C -3.95924 1.54916 -4.10861
C -2.67236 1.55012 -4.61864
C -1.76693 0.58027 -4.22557
C 0.27893 -0.38935 2.62551
O 0.41864 0.16042 3.69514
N 1.10325 -1.36430 2.17108
C 2.43234 -1.51161 2.70648
C 3.45906 -0.69278 1.91250
O 4.63858 -0.92942 1.92432
O 2.83689 0.26138 1.24752
C 3.53432 1.21854 0.40500
C 4.17848 0.48408 -0.76891
C 2.42528 2.15273 -0.07643
C 4.57417 1.98041 1.22304
H -3.53159 -0.79012 3.76436
H -3.05175 -1.75690 2.37808
H -1.91869 -1.49740 3.71594
H -1.90995 0.94881 3.23033
H -4.13073 1.06548 2.08965
H -3.47871 0.16620 0.71954
H -2.86115 1.77393 1.08893
H -0.55336 0.89553 1.17448
H -1.55448 -1.84520 0.81849
H -1.39531 -2.42735 -3.34417
H -0.14753 -1.16272 -3.13157
H -3.73455 -1.17064 -2.11760
H -5.34317 0.56712 -2.80254
H -4.66242 2.31117 -4.41032
H -2.36899 2.31431 -5.31878
H -0.75909 0.59152 -4.61330
H 0.97899 -1.64199 1.20773
H 2.41863 -1.12915 3.73231
H 2.73926 -2.55971 2.71842
H 4.66046 1.20034 -1.42795
H 4.92424 -0.22136 -0.41096
H 3.41843 -0.05429 -1.33126
H 1.98799 2.67438 0.77113
H 2.83001 2.88276 -0.77078
H 1.64129 1.58537 -0.57270
H 4.10546 2.42279 2.09958
H 5.36815 1.31375 1.54872
H 5.00401 2.77246 0.61633
```

> Which value of calculated total energy does entry 8 give?

-1226.59696 hartree

> calculated total energy of number 2 (C2H7NO)?

-210.35739 hartree

> Number 7 is which compound?

H24O12